No. 1
{
  "formula": "C40H52N2S2SiSn",
  "method": "ωB97M-V with the def2-TZVPD basis set",
  "largest_force_ev_per_a": 0.65,
  "e_above_lowest_kj_mol": 40.7,
  "total_charge": -2,
  "species": ["Sn", "S", "C", "C", "C", "C", "C", "C", "S", "H", "H", "H", "H", "C", "C", "C", "C", "C", "C", "C", "C", "C", "C", "C", "C", "N", "C", "C", "C", "C", "C", "C", "C", "N", "C", "C", "C", "C", "C", "C", "C", "C", "C", "C", "C", "C", "H", "H", "H", "H", "H", "H", "H", "H", "H", "H", "H", "H", "H", "H", "H", "H", "H", "H", "H", "H", "H", "H", "H", "H", "H", "H", "H", "H", "H", "H", "H", "H", "H", "H", "H", "H", "H", "H", "H", "C", "Si", "C", "C", "H", "H", "H", "H", "H", "H", "H", "H", "H"],
  "coordinates": [[1.10345, 0.64803, 1.43868], [1.88967, 1.95727, 3.59847], [3.48800, 1.32357, 3.98835], [3.97194, 1.52351, 5.28634], [5.23361, 1.11182, 5.68342], [6.05565, 0.47624, 4.76099], [5.59614, 0.27489, 3.47027], [4.32361, 0.68160, 3.04732], [3.87082, 0.36689, 1.37233], [3.32041, 2.02414, 5.99329], [5.56858, 1.28676, 6.69980], [7.04526, 0.13348, 5.04316], [6.22678, -0.22636, 2.74477], [4.49415, 1.59769, -2.33809], [3.18802, 1.93008, -1.61843], [3.37466, 3.14837, -0.71472], [2.03691, 2.13045, -2.58055], [2.15418, 3.08202, -3.58638], [1.14421, 3.28885, -4.50996], [-0.01060, 2.53066, -4.42309], [-0.17631, 1.57392, -3.42671], [-1.47975, 0.80084, -3.36327], [-2.67611, 1.75530, -3.36707], [-1.59152, -0.21429, -4.50050], [0.86138, 1.36403, -2.50361], [0.70103, 0.36417, -1.50663], [0.90662, -0.82967, -1.94165], [0.63669, -2.14335, -1.39402], [1.26534, -3.17292, -2.12633], [1.08066, -4.51185, -1.89531], [0.17335, -4.86548, -0.87435], [-0.49153, -3.91853, -0.15744], [-0.30462, -2.48992, -0.34722], [-0.94898, -1.60184, 0.36349], [-2.05541, -2.00435, 1.10838], [-1.94681, -2.25144, 2.49078], [-3.08659, -2.56853, 3.22309], [-4.33038, -2.66649, 2.62194], [-4.43272, -2.43260, 1.25674], [-3.32219, -2.09493, 0.49536], [-3.47513, -1.83354, -0.98810], [-3.73289, -3.12964, -1.75783], [-4.57340, -0.81006, -1.27700], [-0.59293, -2.24973, 3.17147], [-0.18667, -3.66084, 3.60544], [-0.54254, -1.28818, 4.35817], [5.24455, 1.30862, -1.60051], [4.87497, 2.45889, -2.89563], [4.36424, 0.77070, -3.03954], [2.95671, 1.07603, -0.98459], [3.67349, 4.02034, -1.30737], [4.13901, 2.93952, 0.03404], [2.45616, 3.39368, -0.18386], [3.06445, 3.66834, -3.64464], [1.25480, 4.03460, -5.28834], [-0.80920, 2.69101, -5.13833], [-1.49425, 0.24484, -2.42432], [-2.77631, 2.26210, -4.33069], [-2.57288, 2.51419, -2.59259], [-3.60043, 1.20805, -3.18215], [-1.48952, 0.27717, -5.47254], [-2.56209, -0.71689, -4.47203], [-0.81407, -0.97644, -4.42469], [1.34603, -0.91081, -2.94881], [1.93847, -2.86869, -2.92270], [1.59938, -5.26033, -2.47918], [-0.00603, -5.91380, -0.65238], [-1.18479, -4.22551, 0.61685], [-2.98929, -2.75664, 4.28784], [-5.20689, -2.92616, 3.20423], [-5.40221, -2.50831, 0.77496], [-2.52660, -1.41746, -1.33491], [-4.64611, -3.61412, -1.39928], [-2.90400, -3.82900, -1.63491], [-3.85363, -2.92599, -2.82587], [-5.55975, -1.19378, -1.00218], [-4.59982, -0.57659, -2.34367], [-4.40091, 0.11624, -0.72760], [0.13547, -1.90764, 2.43611], [-0.92208, -4.08525, 4.29665], [0.78122, -3.63718, 4.11167], [-0.10171, -4.32848, 2.74724], [-1.15192, -1.65365, 5.19123], [-0.90317, -0.29639, 4.08121], [0.48351, -1.16552, 4.71000], [-0.29972, 4.19850, -0.37989], [-0.50286, 2.78479, 0.87350], [-2.04370, 1.84366, 0.27788], [-1.11847, 3.64448, 2.45043], [-1.23926, 4.75824, -0.44735], [-0.04943, 3.82354, -1.37445], [0.49375, 4.89147, -0.08921], [-2.82375, 2.53435, -0.06362], [-2.45263, 1.23359, 1.08914], [-1.79739, 1.15204, -0.52828], [-1.89781, 4.37481, 2.20534], [-0.31504, 4.15321, 2.98683], [-1.54255, 2.90756, 3.13725]],
  "lowdin_charge": [0.694, 0.391, -0.717, -0.171, -0.149, -0.149, -0.171, -0.711, 0.447, 0.078, 0.077, 0.078, 0.077, -0.071, -0.410, -0.081, -0.141, -0.054, -0.096, -0.060, -0.145, -0.374, -0.064, -0.054, -0.182, 0.048, -0.128, -0.132, -0.094, -0.145, -0.127, -0.046, -0.268, 0.056, -0.206, -0.143, -0.061, -0.109, -0.064, -0.144, -0.368, -0.057, -0.071, -0.398, -0.064, -0.082, 0.069, 0.065, 0.077, 0.039, 0.074, 0.053, 0.048, 0.103, 0.088, 0.099, 0.096, 0.067, 0.073, 0.055, 0.072, 0.069, 0.074, 0.121, 0.096, 0.073, 0.089, 0.100, 0.100, 0.082, 0.096, 0.109, 0.071, 0.069, 0.067, 0.065, 0.056, 0.075, 0.052, 0.067, 0.075, 0.063, 0.066, 0.068, 0.075, -0.248, 0.325, -0.266, -0.276, 0.013, 0.000, 0.012, 0.019, 0.021, -0.014, 0.011, -0.002, 0.013]
}

No. 2
{
  "formula": "C38H69BN2O15P",
  "method": "ωB97M-V with the def2-TZVPD basis set",
  "e_tot_ha": -3093.67328,
  "largest_force_ev_per_a": 1.70,
  "total_charge": 1,
  "species": ["C", "C", "C", "C", "C", "C", "P", "C", "C", "C", "N", "C", "C", "C", "C", "C", "C", "C", "C", "C", "C", "C", "C", "O", "C", "N", "B", "O", "O", "H", "H", "H", "H", "H", "H", "H", "H", "H", "H", "H", "H", "H", "H", "H", "H", "H", "H", "H", "H", "H", "H", "H", "H", "H", "H", "H", "H", "H", "H", "H", "H", "H", "H", "H", "H", "H", "H", "H", "H", "H", "H", "H", "H", "H", "C", "C", "C", "O", "C", "O", "O", "H", "H", "H", "H", "H", "H", "C", "C", "C", "O", "C", "O", "O", "H", "H", "H", "H", "H", "H", "C", "C", "C", "O", "C", "O", "O", "H", "H", "H", "H", "H", "H", "C", "C", "C", "O", "C", "O", "O", "H", "H", "H", "H", "H", "H"],
  "coordinates": [[1.43783, -0.51687, 2.82878], [1.42957, -2.02901, 3.06185], [2.76250, -2.72271, 2.79715], [3.08216, -3.14799, 1.33723], [2.39716, -2.35360, 0.27955], [2.81372, -1.15907, -0.31907], [4.39047, -0.28299, -0.14213], [4.19326, 0.98543, -1.45024], [4.28565, 0.65481, 1.43377], [5.42711, 1.67472, 1.45185], [1.78111, -0.79341, -1.17156], [0.80369, -1.72731, -1.17621], [-0.44508, -1.68093, -1.98067], [-1.47849, -0.72033, -1.36424], [-2.29275, -1.37711, -0.24403], [-3.72440, -0.84093, -0.12845], [-4.05534, -0.10406, 1.17042], [-4.30330, 1.37192, 0.94493], [-3.01373, 2.07574, 0.52983], [-3.16814, 3.55692, 0.17788], [-1.99011, 4.37683, 0.69697], [-0.63475, 3.86083, 0.18091], [0.49250, 4.81726, 0.52896], [1.80302, 4.31549, 0.29702], [2.13477, 3.17916, 1.07580], [1.17424, -2.70374, -0.31473], [0.41046, -3.98829, -0.08082], [-0.45955, -4.07217, 0.94616], [0.59011, -5.02358, -0.94489], [1.34832, -0.28544, 1.76705], [2.31993, -0.03572, 3.25020], [0.55779, -0.06599, 3.28766], [0.62133, -2.46993, 2.49287], [1.17634, -2.20778, 4.10866], [2.77745, -3.63170, 3.39787], [3.56601, -2.09598, 3.18443], [2.88720, -4.21245, 1.21081], [4.14884, -3.00207, 1.15973], [4.84964, 1.82099, -1.23859], [3.16986, 1.33597, -1.59032], [4.53098, 0.52938, -2.37841], [4.47377, -0.07041, 2.22584], [3.32301, 1.13590, 1.62190], [6.37562, 1.18232, 1.24447], [5.27960, 2.46687, 0.72325], [5.49504, 2.11923, 2.44240], [1.75152, 0.02969, -1.74659], [-0.20370, -1.37355, -2.99847], [-0.88911, -2.67246, -2.02428], [-2.15289, -0.39107, -2.15172], [-0.96321, 0.15049, -0.95986], [-2.34008, -2.45201, -0.40985], [-1.79366, -1.23362, 0.71602], [-3.92642, -0.17823, -0.97203], [-4.41573, -1.67754, -0.21042], [-3.27353, -0.21986, 1.92369], [-4.96422, -0.53991, 1.58429], [-4.65139, 1.83108, 1.87302], [-5.08969, 1.51361, 0.20070], [-2.30014, 1.94664, 1.34600], [-2.58862, 1.55309, -0.33490], [-3.21139, 3.65790, -0.90875], [-4.10112, 3.93980, 0.59124], [-2.11732, 5.43721, 0.47604], [-1.96200, 4.27000, 1.78520], [-0.46931, 2.88803, 0.63928], [-0.66082, 3.72059, -0.90213], [0.40668, 5.15241, 1.56910], [0.39640, 5.70443, -0.09817], [3.21631, 3.17857, 1.21587], [1.83065, 2.24844, 0.58700], [1.64667, 3.20182, 2.05286], [-0.69747, -4.98239, 1.14717], [1.36999, -4.95854, -1.50153], [-1.81649, -0.45790, 7.29245], [-0.75890, 0.28344, 6.51850], [-0.21841, 1.53838, 7.17531], [0.14263, 2.34258, 6.04120], [-0.63891, 1.97393, 5.00647], [-0.72353, 2.56109, 3.97716], [-1.29757, 0.82971, 5.29423], [-1.41338, -0.80044, 8.24517], [-2.67356, 0.18863, 7.48067], [-2.16827, -1.32415, 6.73407], [0.06155, -0.38594, 6.24246], [0.65202, 1.37013, 7.80275], [-0.98688, 2.06530, 7.74458], [-6.70319, -5.15152, -4.11585], [-6.19016, -4.31325, -2.98007], [-6.17547, -4.98175, -1.62102], [-6.32315, -3.86571, -0.72992], [-6.97635, -2.88380, -1.39927], [-7.40266, -1.89761, -0.89763], [-7.04350, -3.17827, -2.71465], [-6.06287, -6.01993, -4.25035], [-7.72507, -5.48421, -3.92584], [-6.71031, -4.58934, -5.04566], [-5.19763, -3.91708, -3.22125], [-5.25229, -5.51081, -1.40046], [-7.02595, -5.65361, -1.48857], [-2.71027, -0.78292, -5.93122], [-3.24160, -1.95294, -6.71696], [-4.73151, -1.92963, -6.99537], [-5.04655, -3.32737, -7.05956], [-4.14381, -3.99826, -6.31431], [-4.25255, -5.13478, -5.99263], [-3.12267, -3.17948, -5.96325], [-2.87237, 0.14410, -6.47993], [-3.21299, -0.71539, -4.96496], [-1.64113, -0.89523, -5.75186], [-2.67926, -2.08459, -7.64470], [-5.00114, -1.44471, -7.92891], [-5.29519, -1.48369, -6.17223], [9.56458, 5.70228, -0.02476], [9.24527, 4.43939, -0.77935], [7.83101, 4.33280, -1.31344], [7.60572, 2.91213, -1.30202], [8.40660, 2.37464, -0.34798], [8.31991, 1.25862, 0.04892], [9.29045, 3.28721, 0.09123], [9.45496, 6.56725, -0.67836], [8.89770, 5.81503, 0.83042], [10.58661, 5.67898, 0.34900], [9.97102, 4.27055, -1.57866], [7.70668, 4.72049, -2.32046], [7.10792, 4.80484, -0.64372]],
  "lowdin_charge": [-0.080, -0.230, -0.166, -0.103, -0.180, -0.318, 1.012, -0.255, -0.424, -0.156, 0.163, -0.180, -0.079, -0.171, -0.180, -0.183, -0.201, -0.211, -0.215, -0.197, -0.203, -0.192, -0.230, -0.177, -0.114, 0.198, -0.690, 0.228, 0.231, 0.057, 0.072, 0.064, 0.087, 0.106, 0.111, 0.104, 0.120, 0.114, 0.029, 0.027, 0.044, 0.065, 0.028, 0.053, 0.050, 0.086, 0.149, 0.127, 0.123, 0.109, 0.105, 0.102, 0.111, 0.107, 0.097, 0.108, 0.112, 0.118, 0.121, 0.107, 0.091, 0.111, 0.111, 0.115, 0.113, 0.088, 0.121, 0.129, 0.127, 0.071, 0.067, 0.098, 0.136, 0.125, -0.018, -0.326, -0.080, 0.070, -0.584, 0.148, 0.072, 0.094, 0.095, 0.088, 0.150, 0.140, 0.142, -0.020, -0.322, -0.086, 0.050, -0.580, 0.164, 0.087, 0.092, 0.097, 0.078, 0.152, 0.136, 0.141, -0.022, -0.322, -0.080, 0.067, -0.574, 0.160, 0.075, 0.095, 0.084, 0.080, 0.160, 0.142, 0.141, -0.019, -0.319, -0.085, 0.044, -0.576, 0.147, 0.094, 0.094, 0.093, 0.091, 0.160, 0.139, 0.138]
}

Sequential molecular weight output: 771.8 835.8 g mol⁻¹